(1)
Molecular formula: C61H64BFN2O17PS
Method: DFT, wB97M-V/def2-TZVPD

```
148
Properties=species:S:1:pos:R:3:forces:R:3:mulliken_charge:R:1
C 1.4239 4.4726 -2.6622 0.09 -1.07 -0.47 -0.745
C 2.5555 3.4018 -3.0543 -0.15 2.25 0.48 -0.478
O 2.0034 2.0496 -2.9446 2.55 -0.95 -1.70 0.035
P 2.8237 1.1115 -4.0805 -0.29 0.82 -3.64 0.886
O 2.4778 1.4724 -5.5313 0.50 -0.52 3.29 -0.753
C 2.5550 -0.7318 -3.8933 0.02 -0.51 1.25 -0.531
C 1.0327 -1.1228 -3.5364 0.39 -0.14 1.18 0.938
C 0.6447 -2.5327 -4.2196 -0.22 1.47 -2.68 0.400
C 1.8262 -3.6092 -4.2059 -0.77 -0.22 -0.13 -1.173
O 2.5193 -3.7070 -2.9379 1.57 0.74 -1.64 -0.377
O 1.6394 -3.7692 -1.8820 -1.51 -0.05 1.56 -0.240
O 0.5527 -2.1205 -5.6076 1.29 -0.72 1.18 -0.758
B -0.8221 -1.7690 -6.0886 0.95 0.13 -0.51 0.712
C -0.7993 -2.4569 -7.6036 -0.58 -0.16 -0.28 -0.411
N -1.6386 -3.7009 -7.6979 0.19 0.10 -0.75 -0.735
C -1.1776 -0.1363 -6.1724 -0.63 0.29 0.04 -0.488
C -2.1743 0.3500 -5.0312 0.51 -1.35 -0.47 -0.143
N -2.6401 1.7633 -5.1525 1.07 0.65 0.56 0.547
C -3.1138 2.3345 -3.8660 -1.65 0.21 -0.15 -0.223
C -4.3645 3.3000 -4.2273 0.66 -0.35 -0.48 -1.096
C -1.6748 2.6289 -5.8317 1.81 0.74 -0.58 0.296
C -1.9629 2.9120 -7.3865 -1.06 -0.33 0.94 -1.236
O -0.6772 3.1455 -5.3079 -2.74 -1.02 -0.75 -0.462
O -1.6496 -2.4215 -5.0402 0.62 -0.64 2.97 -0.521
C -0.8627 -3.0679 -4.0439 -1.61 -0.09 -1.46 1.004
F -0.9723 -4.4607 -4.4929 1.11 0.57 0.87 -0.500
C -1.5030 -3.1566 -2.5998 -0.65 0.25 -0.68 -1.204
C -1.9910 -1.7695 -2.0033 -0.74 -0.48 0.47 0.515
C -2.7782 -2.0387 -0.6212 0.06 0.23 -1.28 -1.127
S -1.8186 -3.0488 0.5874 1.43 1.51 4.88 1.062
O -2.5381 -2.9513 1.9084 1.14 -0.59 -3.48 -0.616
O -0.4100 -2.5256 0.7082 -3.31 -1.83 -1.48 -0.480
O -1.7888 -4.6871 0.2103 -0.61 2.27 -0.67 -0.467
O 4.5004 1.4175 -3.8960 -2.14 -1.05 0.09 -0.432
C 5.2790 0.6286 -4.8155 2.15 -0.83 -0.40 -0.279
C 6.2246 -0.4380 -4.0535 -0.39 0.40 -0.05 -0.912
H 0.7522 3.9664 -1.8958 0.78 0.88 -0.83 0.016
H 1.8824 5.4299 -2.2650 -0.48 -1.20 -0.38 0.357
H 0.8201 4.7034 -3.5986 0.63 -0.32 1.31 0.203
H 2.8881 3.6622 -4.1048 -0.37 -0.72 1.08 0.338
H 3.4575 3.5198 -2.3688 -1.18 -0.42 -0.75 0.304
H 3.2635 -1.1356 -3.0937 -0.91 0.49 -1.01 0.235
H 2.8574 -1.1996 -4.8906 -0.57 1.02 1.24 0.451
H 0.3990 -0.2661 -3.9152 0.31 -1.42 0.16 -0.591
H 0.8817 -1.1427 -2.3976 0.49 0.11 -1.41 -0.158
H 1.4878 -4.6534 -4.4897 -0.10 1.35 0.27 0.333
H 2.6052 -3.3131 -4.9873 -1.00 -0.20 1.32 0.346
H 1.7427 -2.9363 -1.3650 0.13 -0.51 -0.74 0.330
H 0.2797 -2.7617 -7.8339 -1.46 0.56 0.04 0.043
H -1.2019 -1.7475 -8.4085 0.74 -0.89 0.79 0.136
H -2.5979 -3.5051 -7.3949 0.74 -0.33 0.25 0.250
H -1.2234 -4.4745 -7.1749 -0.49 0.60 0.15 0.276
H -1.7264 0.0141 -7.1662 0.94 0.15 1.16 0.267
H -0.1606 0.3872 -6.1558 -1.47 -0.20 -0.12 -0.015
H -1.6803 0.1194 -4.0210 -0.69 0.68 -1.19 -0.164
H -3.1151 -0.3017 -5.0982 1.30 0.79 0.24 0.226
H -3.5654 1.4870 -3.2505 0.90 0.95 -0.75 0.242
H -2.3086 2.8719 -3.2764 -0.85 -0.66 -0.62 0.244
H -3.9729 4.3348 -4.4865 -0.70 -1.08 0.54 0.246
H -4.8314 2.8853 -5.1843 0.58 0.47 1.36 0.257
H -5.1608 3.3041 -3.4230 1.06 0.31 -0.79 0.377
H -2.9580 2.4180 -7.6569 1.53 0.50 0.25 0.274
H -2.1277 4.0327 -7.5206 0.59 -1.40 0.16 0.414
H -1.1184 2.5031 -8.0130 -0.92 0.63 0.73 0.253
H -0.7904 -3.7400 -1.9438 -0.60 0.99 -0.67 0.468
H -2.4405 -3.8100 -2.7069 1.18 0.85 -0.06 0.306
H -2.7745 -1.2888 -2.6849 1.16 -0.80 0.74 0.080
H -1.1757 -1.0005 -1.8608 -0.84 -1.05 0.03 -0.014
H -3.0020 -1.0512 -0.1020 0.51 -1.49 -0.21 0.409
H -3.7701 -2.5681 -0.7804 1.22 0.48 0.18 0.482
H -2.4360 -4.8396 -0.5191 0.56 0.05 0.49 0.397
H 6.0053 1.3048 -5.3861 -1.29 -0.53 0.83 0.388
H 4.6780 0.0772 -5.5978 0.37 0.83 0.96 0.262
H 5.6819 -1.4295 -3.9395 0.82 1.12 -0.17 0.188
H 6.5118 -0.0772 -3.0112 -0.43 -0.30 -1.40 0.226
H 7.1878 -0.5514 -4.6596 -1.39 -0.10 0.81 0.337
C 1.7297 6.2401 3.6203 -0.01 -0.17 0.02 -0.487
C 1.4996 6.1124 2.2525 -0.02 -0.19 0.04 -0.599
C 1.2787 4.8578 1.6979 0.02 0.25 0.00 -0.441
C 1.2990 3.7238 2.5086 0.08 0.37 0.11 -0.058
C 1.5534 3.8492 3.8744 0.01 0.30 -0.12 0.683
C 1.7574 5.1119 4.4305 0.02 0.23 -0.10 -0.649
C 1.6267 2.6477 4.7394 0.13 -0.09 0.72 0.438
O 1.8456 2.7581 5.9345 -0.12 0.08 -0.19 -0.689
C 1.4392 1.3131 4.1281 0.01 -0.23 0.00 0.650
C 1.5624 0.1695 4.9173 -0.02 -0.24 -0.02 -0.394
C 1.3751 -1.0878 4.3539 0.01 0.30 -0.04 -1.004
C 1.0550 -1.2075 3.0034 0.09 0.05 0.10 -0.515
C 0.9367 -0.0713 2.2128 0.03 -0.13 0.03 -0.666
C 1.1379 1.1907 2.7705 0.01 -0.31 0.12 0.078
C 1.0445 2.3922 1.9104 -0.21 -0.23 -0.90 0.320
O 0.7688 2.2896 0.7289 0.05 0.10 0.28 -0.713
H 1.8930 7.2209 4.0539 -0.01 -0.08 -0.03 0.386
H 1.4906 6.9925 1.6187 -0.01 -0.08 0.04 0.424
H 1.0949 4.7643 0.6329 -0.01 -0.16 0.12 0.592
H 1.9423 5.2165 5.4940 -0.02 -0.18 -0.10 0.439
H 1.8084 0.2560 5.9701 -0.03 0.16 -0.13 0.445
H 1.4765 -1.9760 4.9682 0.00 0.08 -0.05 0.432
H 0.9018 -2.1866 2.5658 -0.04 0.15 0.01 0.556
H 0.6921 -0.1715 1.1613 0.02 0.11 0.11 0.769
C 10.3421 -0.4904 5.2266 -0.14 0.09 0.06 -0.459
C 9.7326 -1.6834 5.6077 -0.15 0.10 0.05 -0.461
C 8.4553 -1.6690 6.1540 0.22 -0.09 -0.08 -0.538
C 7.7869 -0.4587 6.3324 0.33 -0.05 -0.11 0.235
C 8.4071 0.7381 5.9730 0.21 -0.26 -0.08 0.167
C 9.6823 0.7185 5.4089 0.16 -0.16 -0.04 -0.553
C 7.7281 2.0355 6.2024 0.30 0.76 -0.21 0.574
O 8.2682 3.0806 5.8852 -0.07 -0.22 0.07 -0.678
C 6.3874 2.0405 6.8308 -0.24 0.05 0.13 0.234
C 5.7593 3.2552 7.1057 -0.25 0.09 0.11 -0.787
C 4.4956 3.2695 7.6829 0.21 -0.11 -0.06 -0.315
C 3.8497 2.0720 7.9797 0.17 -0.13 0.02 -0.384
C 4.4736 0.8601 7.7129 -0.14 0.20 0.10 -0.493
C 5.7480 0.8414 7.1466 -0.18 0.22 0.05 0.260
C 6.4180 -0.4555 6.8991 -0.47 -0.72 0.20 0.505
O 5.8559 -1.5041 7.1622 0.15 0.21 -0.05 -0.685
H 11.3356 -0.5034 4.7917 -0.08 0.01 0.03 0.390
H 10.2536 -2.6256 5.4765 -0.06 0.07 0.00 0.395
H 7.9832 -2.6012 6.4442 -0.10 0.19 0.00 0.458
H 10.1635 1.6448 5.1154 -0.19 -0.01 0.09 0.461
H 6.2554 4.1914 6.8740 0.07 -0.19 -0.06 0.461
H 4.0112 4.2151 7.9000 0.02 -0.09 -0.05 0.400
H 2.8607 2.0844 8.4228 0.08 0.01 -0.10 0.294
H 3.9680 -0.0695 7.9504 0.20 0.01 -0.07 0.506
C -5.5627 -3.1720 4.9962 -0.13 0.04 -0.07 -0.594
C -6.4972 -2.8059 5.9620 -0.12 0.02 -0.17 -0.411
C -7.7715 -2.4031 5.5810 0.18 -0.05 0.15 -0.645
C -8.1121 -2.3535 4.2302 0.25 -0.05 0.12 0.410
C -7.1676 -2.6973 3.2616 0.12 -0.05 0.31 0.235
C -5.8956 -3.1177 3.6486 0.16 -0.06 0.07 -0.661
C -7.4994 -2.6022 1.8207 0.67 -0.24 -0.54 0.512
O -6.6777 -2.9053 0.9740 -0.20 0.07 0.14 -0.682
C -8.8450 -2.1238 1.4257 -0.31 0.13 -0.17 0.184
C -9.1537 -1.9741 0.0740 -0.19 0.07 -0.14 -0.527
C -10.4172 -1.5387 -0.3067 0.12 -0.06 0.14 -0.514
C -11.3803 -1.2601 0.6602 0.13 -0.05 0.13 -0.436
C -11.0754 -1.4026 2.0081 -0.11 0.05 -0.21 -0.581
C -9.8037 -1.8256 2.3942 -0.14 0.04 -0.30 0.197
C -9.4780 -1.9400 3.8349 -0.54 0.17 0.66 0.574
O -10.3193 -1.6923 4.6815 0.15 -0.04 -0.20 -0.685
H -4.5713 -3.4947 5.2947 -0.07 0.04 -0.07 0.445
H -6.2321 -2.8366 7.0133 -0.03 0.00 -0.08 0.389
H -8.4968 -2.1241 6.3374 -0.04 -0.01 -0.21 0.457
H -5.1610 -3.3988 2.9009 -0.12 0.12 -0.02 0.591
H -8.4092 -2.1924 -0.6838 0.02 -0.03 0.21 0.483
H -10.6533 -1.4181 -1.3584 0.04 -0.02 0.09 0.398
H -12.3686 -0.9272 0.3620 0.08 -0.03 0.03 0.396
H -11.8274 -1.1797 2.7569 0.20 -0.05 0.04 0.456
```
Forces are in eV/Å.

Output
* gap between HOMO and LUMO: 4.438 eV
* total charge: -1
* total energy: -125601.144 eV
* LUMO level: 0.17 eV



(2)
Molecular formula: C36H42FMnN5O4S4
Method: DFT, wB97M-V/def2-TZVPD

```
93
Properties=species:S:1:pos:R:3:forces:R:3:lowdin_spin:R:1
Mn 0.0113 0.2474 -0.1906 0.36 -0.48 -0.08 1.004
C -0.8221 -0.7761 3.8511 -0.02 0.04 -0.03 0.000
C -2.1704 -0.7083 3.1448 -0.03 -0.05 0.01 0.002
S -2.1569 -0.9230 1.3469 -0.01 0.12 0.23 -0.002
C -1.9987 -2.7161 1.1607 0.03 0.04 -0.03 -0.001
C -0.5817 -3.2740 1.2121 0.05 0.02 0.03 -0.001
S 0.5071 -2.4220 0.0358 -0.18 0.05 -0.02 0.002
C 2.0903 -2.5713 0.9005 -0.01 0.03 0.02 -0.001
C 3.0280 -1.4758 0.4228 0.06 -0.02 -0.05 -0.001
S 2.4540 0.2102 0.7253 -0.15 0.12 0.14 -0.003
C 2.8520 0.4337 2.4875 0.03 -0.03 -0.03 -0.002
C 1.8663 -0.0908 3.5275 -0.04 0.01 -0.02 0.000
S 0.2063 0.5983 3.2806 0.06 -0.08 0.06 -0.002
H -0.3194 -1.7177 3.6327 0.03 0.02 0.00 0.000
H -0.9775 -0.7216 4.9300 0.01 0.01 0.00 0.000
H -2.6163 0.2768 3.2963 -0.01 0.01 0.00 0.000
H -2.8596 -1.4364 3.5763 -0.01 -0.02 -0.02 0.000
H -2.4444 -2.9298 0.1889 -0.01 -0.01 -0.03 0.000
H -2.6201 -3.2055 1.9136 0.00 0.02 0.01 0.000
H -0.6123 -4.3391 0.9739 0.02 0.02 -0.02 0.000
H -0.1567 -3.1715 2.2103 0.01 0.02 -0.01 0.000
H 2.5285 -3.5503 0.6967 -0.03 0.02 -0.03 0.000
H 1.9180 -2.4954 1.9733 -0.02 -0.01 0.00 0.000
H 3.1442 -1.5306 -0.6604 -0.02 0.02 0.01 0.000
H 4.0166 -1.5993 0.8681 -0.01 0.03 0.03 0.000
H 2.9789 1.5095 2.6137 -0.02 0.01 -0.04 0.000
H 3.8329 -0.0127 2.6657 0.00 0.01 -0.04 0.000
H 2.2372 0.1763 4.5190 0.00 -0.01 -0.01 0.000
H 1.8020 -1.1774 3.4871 -0.04 0.01 -0.01 0.000
C -5.0488 0.7804 -4.8667 -0.07 0.01 0.04 0.000
C -4.0287 1.8171 -5.2370 0.03 0.02 -0.03 0.000
C -4.2068 2.6304 -6.3469 0.01 -0.04 -0.02 0.000
C -3.2484 3.5557 -6.7279 0.05 0.03 0.04 0.000
C -2.0752 3.6584 -5.9982 -0.01 0.06 0.04 0.000
C -1.8663 2.8544 -4.8875 -0.10 -0.07 -0.01 0.000
C -2.8502 1.9500 -4.4932 -0.06 0.08 -0.02 0.000
N -2.6882 1.0717 -3.3967 0.19 -0.05 0.02 0.002
C -1.9678 1.2566 -2.2378 -0.21 -0.01 0.10 0.004
N -1.7718 2.5334 -1.8793 0.11 -0.05 -0.24 0.002
C -0.9535 3.0720 -0.8590 0.12 -0.08 0.23 0.005
C -0.1148 2.2595 -0.0763 -0.23 0.39 0.03 -0.021
C 0.6417 2.9843 0.8594 0.00 -0.16 -0.05 0.008
C 0.5858 4.3592 1.0198 0.00 0.04 0.01 -0.002
C -0.2696 5.1001 0.2243 -0.02 0.00 0.01 0.011
C -1.0546 4.4672 -0.7259 0.06 -0.09 0.01 -0.002
C -1.9827 5.2768 -1.5920 -0.02 0.03 -0.02 -0.001
N -1.6227 0.2343 -1.4949 0.03 0.10 -0.07 -0.007
C -2.2484 -0.9945 -1.8318 -0.06 -0.10 0.01 0.000
C -1.5137 -2.0358 -2.3945 0.05 0.06 0.03 -0.001
C -2.1017 -3.2588 -2.6701 0.02 -0.07 -0.02 0.000
C -3.4500 -3.4515 -2.4071 0.00 0.01 -0.01 0.000
C -4.1923 -2.4120 -1.8666 0.00 -0.01 0.00 0.000
C -3.6190 -1.1782 -1.5693 0.02 -0.03 0.02 0.000
C -4.4664 -0.0810 -0.9886 -0.05 0.05 -0.01 0.000
H -5.9225 0.8545 -5.5115 -0.01 0.01 0.00 0.000
H -5.3737 0.8943 -3.8301 0.00 -0.02 -0.06 0.000
H -4.6504 -0.2329 -4.9787 0.00 -0.02 0.01 0.000
H -5.1159 2.5263 -6.9260 -0.02 0.00 -0.02 0.000
H -3.4132 4.1814 -7.5944 0.01 0.01 -0.01 0.000
H -1.3050 4.3581 -6.2947 0.01 0.01 -0.02 0.000
H -0.9275 2.8939 -4.3551 0.12 -0.01 0.13 0.000
H -2.9714 0.1181 -3.5627 0.03 0.02 -0.01 0.000
H -2.1530 3.2057 -2.5227 0.04 -0.01 -0.05 0.000
H 1.3199 2.4496 1.5152 -0.01 0.00 -0.02 0.000
H 1.2030 4.8513 1.7618 0.01 -0.01 0.01 0.000
H -0.3370 6.1758 0.3375 0.01 0.01 -0.01 0.001
H -1.9793 6.3192 -1.2777 0.00 0.00 0.00 0.000
H -3.0142 4.9182 -1.5337 -0.02 0.01 0.01 0.000
H -1.6871 5.2577 -2.6462 0.00 -0.01 -0.02 0.000
H -0.4631 -1.8785 -2.5903 0.08 0.02 0.01 0.000
H -1.4958 -4.0548 -3.0839 -0.01 -0.02 -0.03 0.000
H -3.9234 -4.3993 -2.6268 0.00 -0.02 0.01 0.000
H -5.2466 -2.5563 -1.6608 -0.02 -0.01 0.01 0.000
H -5.2358 -0.5008 -0.3411 -0.02 0.00 0.00 0.000
H -4.9669 0.4897 -1.7756 0.03 -0.02 0.04 0.000
H -3.8667 0.6140 -0.4051 -0.01 0.02 0.00 0.000
F -1.5771 0.4921 -7.0578 0.11 -0.10 0.01 0.000
C -0.8216 -0.3955 -6.3960 0.01 0.08 0.05 0.000
C 0.1891 -0.0051 -5.6094 -0.26 0.00 -0.16 0.000
N 0.9597 -0.9068 -4.9118 0.07 -0.13 -0.10 0.000
C 1.9941 -0.4077 -4.0037 -0.04 0.03 0.19 0.000
C 1.3071 0.4179 -2.8936 0.30 0.09 -0.13 0.004
O 0.8840 1.5292 -3.1875 -0.24 0.15 -0.15 0.005
O 1.2289 -0.1692 -1.7665 0.03 -0.21 0.10 -0.004
C 0.7437 -2.2656 -5.0034 -0.07 0.02 0.00 0.000
O 1.3860 -3.1012 -4.4017 0.04 -0.05 0.06 0.000
N -0.2936 -2.6222 -5.8460 0.03 -0.05 0.01 0.000
C -1.1601 -1.8016 -6.5591 -0.05 0.12 0.00 0.000
O -2.0692 -2.2512 -7.2190 0.00 -0.02 -0.01 0.000
H 0.4271 1.0367 -5.4492 0.00 0.01 0.00 0.000
H 2.6928 0.2161 -4.5632 -0.06 0.03 0.03 0.000
H 2.5062 -1.2743 -3.5978 -0.03 0.03 -0.02 0.000
H -0.4649 -3.6153 -5.9144 0.00 0.02 0.01 0.000
```
Forces are in eV/Å.

Output
* gap between HOMO and LUMO (spin up / spin down): 7.261 / 7.110 eV
* total energy: -131035.252 eV
* <S²>: 1.21
* LUMO level (spin up / spin down): 0.14 / 0.15 eV
* 2S+1: 2



(3)
Molecular formula: C4H5NO
Method: DFT, wB97M-V/def2-TZVPD

```
11
Properties=species:S:1:pos:R:3:forces:R:3:nbo_charge:R:1
C 1.3596 0.5867 0.1923 0.13 0.07 0.02 -0.622
C -0.0030 0.0037 -0.0047 0.03 -0.01 0.03 -0.195
C -0.8471 0.2370 -1.0419 0.44 -0.10 0.51 0.177
O -1.9934 -0.4249 -0.9486 0.35 -1.07 1.92 -0.345
N -1.8950 -1.2503 0.3940 0.06 1.61 -2.41 -0.095
C -0.7223 -0.9151 0.8238 -0.37 -0.15 -0.08 -0.019
H 1.5999 1.2518 -0.6439 -0.02 -0.11 0.14 0.221
H 1.4231 1.1805 1.1110 0.00 -0.13 -0.12 0.220
H 2.1342 -0.1873 0.2290 -0.12 0.12 0.04 0.220
H -0.6084 0.9059 -1.8782 -0.69 -0.47 0.18 0.209
H -0.4476 -1.3880 1.7672 0.18 0.24 -0.23 0.230
```
Forces are in eV/Å.

Output
* gap between HOMO and LUMO: 10.262 eV
* ΔE to the lowest compared entry with this formula, charge and spin: 43.0 kcal per mole
* total energy: -7764.663 eV
* SMILES: Cc1cnoc1
* LUMO level: 0.91 eV